A 9-piece molecular cluster, C31H64F16O23S7 overall in a non-equilibrium geometry, computed with ωB97M-V with the def2-TZVPD basis set.

The geometry in XYZ format:
```
141
Properties=species:S:1:pos:R:3:forces:R:3:mulliken_charge:R:1
F 4.418 4.957 1.656 1.296 0.778 -0.905 -0.3021
C 4.030 3.897 2.348 -0.049 -0.565 0.983 0.0121
F 2.707 3.983 2.350 -1.824 -0.388 0.347 -0.2107
C 4.429 2.575 1.677 1.079 1.247 -0.645 1.1797
F 3.773 2.526 0.498 0.557 0.707 -1.599 -0.2447
F 3.917 1.548 2.284 -0.566 -1.781 2.463 -0.2365
C 5.955 2.444 1.538 -0.168 -0.872 -1.321 -1.2308
O 6.582 2.408 2.810 -0.362 0.337 0.569 -0.3678
C 7.765 3.094 2.922 -1.628 -1.868 -1.655 0.9141
F 8.640 2.584 2.028 0.652 0.028 0.234 -0.2978
F 7.533 4.346 2.516 0.655 1.022 0.777 -0.2901
C 8.215 2.915 4.358 -1.317 -0.508 2.320 0.2129
F 8.347 1.629 4.814 0.321 -0.331 -1.441 -0.2487
F 9.349 3.528 4.565 1.713 0.955 -0.106 -0.2515
H 4.382 3.967 3.377 0.228 -0.076 0.053 0.2810
H 6.299 3.200 0.832 0.165 0.420 0.499 0.4387
H 6.200 1.501 1.049 -0.414 -0.208 -0.047 0.4671
H 7.477 3.240 5.092 -0.414 1.001 -0.579 0.1824
F 1.260 -5.529 -2.524 0.978 -0.057 -0.543 -0.2655
C 2.202 -5.206 -1.587 -1.138 1.472 0.614 1.0063
F 2.055 -6.120 -0.609 0.853 -0.793 0.139 -0.3084
C 3.678 -5.083 -2.081 0.497 -0.050 1.639 0.9846
F 3.787 -4.176 -3.087 -0.321 -0.096 0.476 -0.1980
F 4.111 -6.241 -2.520 -0.029 -2.554 -1.883 -0.3363
C 4.755 -4.860 -0.981 -0.431 0.961 -0.057 -1.1962
O 4.531 -3.571 -0.453 0.806 1.328 2.269 -0.1252
C 4.465 -3.455 0.965 -1.134 1.737 -1.761 0.5857
F 3.374 -4.150 1.304 -0.047 -0.629 1.088 -0.2568
F 5.545 -3.899 1.577 0.588 -0.905 0.282 -0.2951
C 4.202 -1.944 1.412 -1.631 0.026 -2.385 1.1617
F 3.758 -1.768 2.656 0.451 -0.889 1.327 -0.1722
F 5.265 -1.164 1.219 1.012 -0.080 0.135 -0.2087
H 1.848 -4.281 -1.132 0.435 0.471 -0.258 -0.4556
H 5.741 -4.914 -1.444 -0.102 0.382 -0.554 0.4351
H 4.843 -5.659 -0.246 -0.940 -0.013 0.139 0.4621
H 3.378 -1.559 0.810 0.248 -0.287 -0.557 -0.7539
C -3.966 3.378 -1.689 -0.530 0.446 -0.209 -1.2887
C -3.898 1.977 -2.209 1.621 -0.601 0.509 1.3550
O -3.128 2.043 -3.430 1.720 -1.779 -0.834 -0.4983
S -1.786 0.992 -3.580 -0.834 0.180 1.219 1.1245
C -2.655 -0.668 -3.843 0.687 1.554 -0.077 -0.9705
O -1.094 1.433 -4.781 -1.045 -0.632 1.739 -0.6869
O -1.098 0.955 -2.266 -1.159 0.215 -2.538 -0.3600
H -4.273 3.397 -0.643 -0.546 0.119 -0.211 0.1431
H -4.652 3.827 -2.407 -0.340 0.743 0.623 0.4192
H -3.053 3.972 -1.735 0.328 -0.583 -0.172 0.3143
H -3.375 1.302 -1.532 0.002 -0.005 0.236 -0.8250
H -4.887 1.552 -2.379 0.010 0.084 -0.382 0.1291
H -3.521 -0.358 -4.427 0.021 -0.420 -0.029 0.5050
H -2.912 -1.160 -2.905 0.015 0.557 0.061 0.0288
H -1.992 -1.341 -4.387 0.021 0.365 -0.127 0.5202
C -6.489 1.263 0.171 -0.889 -0.140 0.664 -0.9019
C -7.472 1.994 -0.726 1.283 -0.676 -0.982 -0.2670
O -7.710 3.301 -0.207 -1.424 1.360 -0.884 -0.3155
S -9.052 4.099 -0.857 -0.211 -0.464 1.437 1.0792
C -10.291 3.412 0.345 0.039 0.567 -0.775 -0.8862
O -8.876 5.536 -0.636 -0.045 -2.797 -0.567 -0.5895
O -9.367 3.502 -2.146 0.641 1.047 1.275 -0.5740
H -6.035 0.403 -0.321 -0.208 0.035 -0.257 0.2678
H -7.080 0.881 1.004 0.522 0.001 0.478 0.5178
H -5.673 1.906 0.500 -0.206 0.077 0.129 0.0998
H -6.941 2.019 -1.677 -0.445 0.710 -0.426 0.0687
H -8.391 1.440 -0.913 -0.083 0.032 0.293 0.5588
H -10.151 3.797 1.355 0.431 -0.116 -0.201 0.3152
H -10.265 2.324 0.276 0.384 0.104 0.125 0.2994
H -11.296 3.693 0.031 0.158 0.284 -0.300 0.3809
C -3.486 -0.771 0.820 0.765 0.646 0.419 -1.3084
C -2.024 -0.264 0.811 -1.351 0.248 0.600 0.9409
O -1.204 -1.365 0.485 2.569 -0.516 0.143 -0.2177
S 0.427 -1.153 0.840 -1.235 -1.459 -4.154 0.6645
C 0.852 0.171 -0.377 0.492 -0.987 1.799 0.8982
O 0.515 -0.708 2.172 0.375 0.499 1.445 -0.4746
O 1.108 -2.376 0.389 -1.346 1.943 0.972 -0.4719
H -4.111 0.094 1.041 -0.146 0.021 -0.387 0.1335
H -3.707 -1.473 1.624 0.400 -0.195 -0.050 0.5236
H -3.721 -1.237 -0.137 -0.164 0.149 -0.030 0.2535
H -1.915 0.560 0.105 0.028 -0.199 -0.455 -0.5161
H -1.729 0.166 1.768 -0.153 -0.255 0.297 0.2725
H 1.824 0.444 0.035 0.310 0.183 -0.374 -0.1326
H 0.195 1.037 -0.293 -0.137 -0.461 -0.177 -0.8095
H 0.940 -0.315 -1.349 -0.203 0.250 0.140 0.2847
C -1.796 -3.806 -1.448 0.410 0.878 0.148 -0.7634
C -2.356 -4.414 -2.684 1.380 -3.257 0.948 -0.4014
O -3.085 -3.535 -3.402 -3.650 2.271 -2.924 -0.1720
S -4.264 -4.114 -4.466 1.193 -2.069 0.249 1.1056
C -5.566 -4.523 -3.152 -0.020 0.184 -0.800 -0.9288
O -4.615 -3.044 -5.394 0.404 -1.386 2.195 -0.5769
O -3.758 -5.394 -5.003 -1.137 2.539 1.057 -0.5859
H -1.078 -4.501 -1.013 0.096 0.186 0.022 0.4007
H -2.534 -3.554 -0.686 -0.209 -0.176 -0.100 0.2513
H -1.318 -2.864 -1.714 0.392 -0.049 0.215 -0.0120
H -1.588 -4.823 -3.340 0.377 0.010 0.183 0.2496
H -2.922 -5.289 -2.364 -0.445 -0.184 -0.183 0.4079
H -5.201 -5.198 -2.378 0.882 0.501 -0.044 0.3236
H -6.394 -5.129 -3.519 0.085 0.374 -0.915 0.4155
H -5.966 -3.594 -2.745 0.275 -0.030 -0.036 0.3016
C -1.792 -0.379 5.738 0.417 -0.184 0.637 -1.2470
C -0.258 -0.516 5.594 -1.614 0.532 0.265 0.2461
O 0.341 -1.037 6.842 -0.066 -0.516 -0.653 -0.3744
S 0.865 -2.562 6.954 0.578 0.228 0.121 1.2535
C 2.171 -2.554 5.710 -0.242 -0.776 0.254 -0.9453
O 1.505 -2.620 8.272 -1.550 -0.182 -2.107 -0.6319
O -0.175 -3.478 6.488 1.332 1.176 1.020 -0.6198
H -2.249 0.277 4.997 0.393 -0.153 -0.439 0.2658
H -1.941 0.165 6.670 -0.228 -0.278 0.245 0.3895
H -2.325 -1.329 5.757 0.104 0.017 0.084 0.3322
H -0.008 -1.053 4.679 0.438 -0.150 0.357 0.0755
H 0.035 0.533 5.539 0.841 -0.297 -0.092 0.2228
H 1.696 -2.609 4.730 0.119 0.597 0.007 0.2098
H 2.724 -3.491 5.785 -0.121 -0.086 0.370 0.5012
H 2.875 -1.744 5.897 -0.390 0.125 -0.216 0.3349
C 6.198 -0.797 -5.574 -1.074 -1.670 0.916 -1.0475
C 4.998 -1.580 -4.886 1.071 1.035 -2.129 -0.4989
O 5.103 -1.307 -3.509 -0.755 0.193 1.746 -0.2031
S 3.813 -0.705 -2.762 -0.488 -0.505 -0.324 1.4655
C 3.828 0.947 -3.525 -0.266 -0.362 1.142 -0.7973
O 2.610 -1.404 -3.216 1.588 0.924 0.885 -0.7475
O 4.147 -0.627 -1.342 -0.495 0.025 -2.289 -0.5492
H 7.045 -1.127 -4.973 0.455 0.450 -0.488 0.2757
H 6.042 0.281 -5.529 0.103 -0.127 0.177 0.2509
H 6.271 -1.090 -6.621 0.212 -0.074 0.100 0.3960
H 4.112 -1.194 -5.390 -0.520 -0.175 0.632 0.3603
H 5.023 -2.664 -4.994 0.196 0.144 -0.259 0.3905
H 4.197 1.538 -2.687 -0.134 0.427 -0.267 0.1878
H 2.794 1.175 -3.784 0.151 0.159 0.040 0.2809
H 4.504 1.038 -4.375 -0.214 -0.312 0.169 0.2351
C 0.774 3.838 -0.784 -1.204 -0.657 0.718 -1.1749
C 0.117 3.560 0.658 1.971 0.598 -0.982 -0.3308
O -1.242 3.179 0.537 -2.453 -0.519 1.014 0.0399
S -2.172 3.178 1.954 2.802 0.998 1.444 0.8887
C -2.299 5.037 2.209 0.357 -0.853 -0.205 -1.1555
O -3.522 2.761 1.695 0.952 -0.220 -0.600 -0.5056
O -1.388 2.503 3.027 -1.769 1.617 -2.599 -0.5276
H 0.366 4.759 -1.200 0.050 0.036 0.097 0.4204
H 0.543 3.050 -1.501 -0.422 -0.189 0.155 0.0891
H 1.863 3.873 -0.823 -0.025 0.236 0.790 0.2749
H 0.655 2.795 1.218 0.078 -0.002 -0.103 0.3408
H 0.194 4.496 1.211 0.004 0.005 0.153 0.3708
H -2.507 5.485 1.237 -0.544 -0.373 -0.006 0.3519
H -1.395 5.556 2.529 0.177 -0.682 0.358 0.3796
H -3.096 5.176 2.939 0.015 -0.028 -0.215 0.4360
```
Forces are in eV/Å.

orbital gap	10.7259	eV
LUMO energy	0.0026	hartree
structure (SMILES)	FC(F)C(F)(F)COC(F)(F)C(F)F.FC(F)C(F)(F)COC(F)(F)C(F)F.CCOS(C)(=O)=O.CCOS(C)(=O)=O.CCOS(C)(=O)=O.CCOS(C)(=O)=O.CCOS(C)(=O)=O.CCOS(C)(=O)=O.CCOS(C)(=O)=O
HOMO energy	-10.65	eV